(1)
C3H5NS2 | ωB97M-V with the def2-TZVPD basis set

Cartesian coordinates (Å):
1 S 3.084 -0.504 0.021
2 S 0.270 -1.782 -0.115
3 N 0.764 0.746 0.130
4 C -1.074 -0.700 0.283
5 C -0.637 0.676 -0.232
6 C 1.434 -0.422 0.004
7 H -1.195 -0.690 1.357
8 H -1.997 -1.038 -0.217
9 H -0.752 0.659 -1.315
10 H 1.301 1.559 -0.134
11 H -1.198 1.495 0.218

Output
- Structure (SMILES): S=C1NCCS1
- Charge: 0
- Multiplicity: 1

---

(2)
C8H21B3ClNO6P | ωB97M-V with the def2-TZVPD basis set

Cartesian coordinates (Å):
1 Cl -3.593 -0.328 -0.894
2 P 0.593 -3.613 -0.528
3 O 1.229 1.326 1.820
4 O 0.532 -3.434 -2.199
5 O -2.313 -3.963 -0.696
6 O -1.506 -3.190 1.403
7 O -4.535 -1.148 1.337
8 O -3.389 -4.639 1.359
9 N 1.929 2.908 -0.655
10 C -4.637 -2.938 -0.238
11 C 0.627 2.949 0.135
12 C 2.521 1.521 -0.666
13 C 1.363 -2.063 0.207
14 C -4.337 -1.514 0.264
15 C 0.746 2.646 1.616
16 C 1.611 3.290 -2.074
17 C 2.936 3.871 -0.107
18 B -2.165 -4.328 1.945
19 B -3.429 -3.897 0.169
20 B -1.208 -3.581 0.070
21 H -1.657 -4.980 2.792
22 H 3.227 3.553 0.890
23 H -4.693 -2.911 -1.340
24 H 0.898 2.572 -2.473
25 H 2.487 4.862 -0.078
26 H 2.984 1.318 0.293
27 H 0.215 3.950 0.002
28 H 1.731 0.807 -0.887
29 H 2.531 3.273 -2.653
30 H 1.400 3.360 2.125
31 H 1.202 1.143 2.768
32 H -0.188 -2.819 -2.414
33 H -0.035 2.224 -0.341
34 H 3.806 3.867 -0.762
35 H -0.250 2.726 2.062
36 H -5.599 -3.251 0.196
37 H 0.538 -1.368 0.442
38 H 3.286 1.486 -1.442
39 H 1.869 -2.332 1.147
40 H 2.084 -1.647 -0.519
41 H 1.185 4.292 -2.075

Output
- Charge: +1
- Multiplicity: 1

---

One value per record, in order, for E_HOMO: -8.45; -10.87 eV.
One value per record, in order, for LUMO energy: 0.63; -2.71 eV.